Record 1
{"formula": "C22H50Cl10O6", "method": "ωB97M-V with the def2-TZVPD basis set", "multiplicity": 1, "homo_ha": -0.355, "e_above_lowest_kj_mol": 0.00, "gap_ev": 9.96, "fmax_ev_per_a": 1.74, "symbols": ["C", "O", "C", "C", "O", "C", "H", "H", "H", "H", "H", "H", "H", "H", "H", "H", "C", "O", "C", "C", "O", "C", "H", "H", "H", "H", "H", "H", "H", "H", "H", "H", "C", "O", "C", "C", "O", "C", "H", "H", "H", "H", "H", "H", "H", "H", "H", "H", "Cl", "C", "C", "Cl", "H", "H", "H", "H", "Cl", "C", "C", "Cl", "H", "H", "H", "H", "Cl", "C", "C", "Cl", "H", "H", "H", "H", "Cl", "C", "C", "Cl", "H", "H", "H", "H", "Cl", "C", "C", "Cl", "H", "H", "H", "H"], "positions_angstrom": [[-2.7224, 2.3209, -3.3565], [-1.5309, 2.9437, -3.7708], [-1.0061, 2.6366, -5.0447], [-0.4144, 3.8714, -5.6489], [-1.4136, 4.8291, -5.8357], [-0.8928, 5.9991, -6.4070], [-3.1538, 2.8799, -2.5309], [-2.4393, 1.3080, -3.0380], [-3.4787, 2.1880, -4.1397], [-1.7860, 2.2358, -5.7035], [-0.2410, 1.8695, -4.8806], [0.0276, 3.5730, -6.6138], [0.4053, 4.2290, -5.0099], [-0.1362, 6.4641, -5.7615], [-1.6883, 6.7199, -6.5812], [-0.4185, 5.8007, -7.3800], [-3.1517, -3.9340, 4.9658], [-3.6287, -2.7413, 4.3861], [-3.3008, -2.6674, 3.0241], [-3.8806, -1.4119, 2.4242], [-2.9311, -0.3862, 2.5392], [-3.3760, 0.8437, 2.0144], [-3.5894, -4.8029, 4.4664], [-3.4477, -3.9350, 6.0148], [-2.0553, -3.9545, 4.9586], [-3.6380, -3.5718, 2.4961], [-2.2088, -2.6425, 2.8682], [-4.7820, -1.1490, 2.9916], [-4.1542, -1.6069, 1.3782], [-4.4023, 1.0761, 2.3266], [-3.3570, 0.8213, 0.9171], [-2.7266, 1.6307, 2.3907], [4.0443, -1.6873, 3.9069], [2.8783, -2.4715, 3.8730], [2.9359, -3.4311, 2.8477], [1.6660, -4.2667, 2.8547], [1.6175, -5.0748, 3.9811], [0.4187, -5.7915, 4.0925], [4.9322, -2.3250, 4.0262], [3.9896, -1.0125, 4.7566], [4.1719, -1.1255, 2.9791], [3.7878, -4.1109, 2.9981], [3.0392, -2.9611, 1.8628], [1.7159, -4.8426, 1.9085], [0.8136, -3.5853, 2.7106], [0.3642, -6.5863, 3.3366], [-0.4648, -5.1561, 3.9741], [0.4211, -6.2514, 5.0781], [-1.7832, 3.5720, 0.6646], [-0.5367, 3.5210, -0.6178], [-0.5789, 4.7696, -1.4725], [0.1712, 6.1394, -0.6232], [-0.7164, 2.6329, -1.2173], [0.4148, 3.4519, -0.0969], [-1.6164, 5.0001, -1.6970], [-0.0409, 4.5903, -2.3969], [1.1734, -3.0369, -5.9929], [0.3613, -1.5838, -5.3431], [0.0563, -1.6335, -3.8759], [-1.1413, -2.9075, -3.5070], [-0.5637, -1.5071, -5.9169], [0.9336, -0.7018, -5.6306], [-0.3406, -0.6697, -3.5600], [0.9117, -1.8572, -3.2506], [-1.4411, -0.1852, -0.8741], [-0.7949, -0.4488, 0.7754], [0.6981, -0.6581, 0.7453], [1.1855, -2.0964, -0.1868], [-1.3523, -1.3004, 1.1558], [-1.0407, 0.4169, 1.3867], [1.0600, -0.8140, 1.7588], [1.1686, 0.2255, 0.3184], [3.5490, -1.4116, -3.4988], [3.9503, -0.2481, -2.2083], [3.6742, 1.1737, -2.6254], [1.9351, 1.4261, -2.9226], [5.0084, -0.4053, -2.0089], [3.3894, -0.5010, -1.3104], [4.2097, 1.4400, -3.5330], [3.9948, 1.8522, -1.8362], [-0.0207, 0.2542, 4.0140], [1.3061, 0.9119, 4.9797], [2.0648, 1.9577, 4.2162], [2.7790, 1.2556, 2.7229], [1.9646, 0.1035, 5.2893], [0.9030, 1.3544, 5.8908], [2.8779, 2.4067, 4.7804], [1.4157, 2.7531, 3.8587]], "lowdin_charge": [-0.095, -0.220, -0.204, -0.237, -0.161, -0.116, 0.087, 0.050, 0.094, 0.133, 0.092, 0.133, 0.127, 0.091, 0.088, 0.089, -0.107, -0.170, -0.221, -0.203, -0.257, -0.147, 0.091, 0.090, 0.074, 0.128, 0.122, 0.134, 0.134, 0.096, 0.057, 0.045, -0.142, -0.183, -0.226, -0.245, -0.156, -0.105, 0.091, 0.076, 0.049, 0.132, 0.094, 0.131, 0.117, 0.092, 0.064, 0.092, 0.587, -0.657, -0.671, 0.553, 0.020, 0.057, 0.065, 0.056, 0.530, -0.685, -0.710, 0.534, 0.062, 0.063, 0.025, -0.011, 0.615, -0.635, -0.665, 0.604, 0.055, 0.028, 0.002, 0.047, 0.586, -0.644, -0.636, 0.589, 0.073, 0.035, 0.070, 0.077, 0.661, -0.641, -0.605, 0.586, 0.058, 0.080, 0.076, 0.066]}


Record 2
{"formula": "C3H5N3", "method": "ωB97M-V with the def2-TZVPD basis set", "multiplicity": 1, "homo_ha": -0.367, "e_above_lowest_kj_mol": 60.23, "gap_ev": 10.85, "fmax_ev_per_a": 0.66, "symbols": ["C", "N", "C", "N", "C", "N", "H", "H", "H", "H", "H"], "positions_angstrom": [[1.3577, -0.8498, -0.4006], [0.2570, 0.0749, -0.0714], [-1.0013, -0.0790, -0.5233], [-1.8520, 0.6786, 0.1232], [-1.0545, 1.3086, 1.0214], [0.2304, 0.9866, 0.9640], [2.1024, -0.4618, -1.1066], [1.8656, -1.1540, 0.5144], [0.9301, -1.7542, -0.8550], [-1.2826, -0.7736, -1.3000], [-1.5104, 1.9954, 1.7329]], "lowdin_charge": [-0.017, -0.174, -0.196, 0.061, -0.239, 0.085, 0.084, 0.085, 0.085, 0.122, 0.103]}


Record 3
{"formula": "C4H14N3", "method": "ωB97M-V with the def2-TZVPD basis set", "multiplicity": 1, "homo_ha": -0.526, "total_charge": 1, "e_above_lowest_kj_mol": 79.39, "gap_ev": 10.89, "fmax_ev_per_a": 2.06, "symbols": ["C", "C", "N", "N", "N", "H", "H", "H", "H", "H", "H", "H", "H", "C", "C", "H", "H", "H", "H", "H", "H"], "positions_angstrom": [[-0.5516, -0.3235, -1.5780], [1.6607, -1.0652, -0.8508], [0.3303, -0.9843, -0.6226], [2.1614, -0.3967, -1.9017], [2.4117, -1.8960, -0.1304], [-0.0759, -1.8949, -0.3875], [1.8511, 0.5456, -2.0867], [3.1328, -0.5739, -2.1189], [1.9347, -2.6328, 0.3520], [3.3553, -1.5979, 0.0745], [-0.5526, 0.7630, -1.4313], [-1.5634, -0.5619, -1.2465], [-0.4835, -0.4962, -2.6467], [-1.0023, 1.2356, 2.0957], [-2.4306, 1.5313, 1.6019], [-0.4249, 1.0221, 1.1814], [-0.4221, 2.0722, 2.4797], [-0.9610, 0.4074, 2.7959], [-3.1357, 1.3333, 2.4065], [-2.5550, 2.5696, 1.2937], [-2.6793, 0.9433, 0.7199]], "lowdin_charge": [-0.070, -0.418, 0.038, 0.221, 0.220, 0.166, 0.134, 0.137, 0.132, 0.143, 0.094, 0.096, 0.098, -0.163, -0.154, 0.025, 0.063, 0.062, 0.065, 0.067, 0.044]}


Record 4
{"formula": "C43H54BaN6O3S3", "method": "ωB97M-V with the def2-TZVPD basis set", "multiplicity": 1, "homo_ha": -0.257, "e_above_lowest_kj_mol": 45.58, "gap_ev": 7.41, "fmax_ev_per_a": 2.98, "symbols": ["Ba", "C", "C", "C", "C", "C", "C", "C", "C", "N", "C", "C", "C", "C", "N", "C", "C", "C", "C", "C", "C", "C", "C", "H", "H", "H", "H", "H", "H", "H", "H", "H", "H", "H", "H", "H", "H", "H", "H", "H", "H", "H", "H", "H", "H", "H", "H", "C", "N", "C", "C", "C", "C", "C", "N", "C", "C", "C", "C", "C", "C", "H", "H", "H", "H", "H", "H", "H", "H", "H", "H", "H", "C", "N", "C", "N", "S", "H", "H", "H", "H", "H", "H", "C", "C", "C", "C", "C", "C", "C", "S", "O", "O", "O", "H", "H", "H", "H", "H", "H", "H", "C", "S", "C", "H", "H", "H", "H", "H", "H"], "positions_angstrom": [[0.6385, 1.0386, -0.3736], [-4.9220, -0.1857, 1.3675], [-4.8509, 0.8204, 0.2518], [-5.9069, 1.6904, 0.0189], [-5.8723, 2.5841, -1.0398], [-4.7871, 2.5794, -1.8982], [-3.7123, 1.7148, -1.7076], [-2.5924, 1.6816, -2.7068], [-3.7390, 0.8655, -0.5994], [-2.6366, 0.0330, -0.2265], [-2.4877, -1.1017, -0.7698], [-3.2441, -1.6359, -1.9524], [-1.5570, -2.1105, -0.1392], [-2.2891, -3.1189, 0.7099], [-0.3125, -2.1023, -0.3735], [0.4653, -3.2208, 0.0609], [0.5228, -4.3201, -0.8047], [-0.2350, -4.3058, -2.1035], [1.3013, -5.4089, -0.4443], [2.0231, -5.4091, 0.7425], [1.9545, -4.3124, 1.5814], [1.1684, -3.2067, 1.2624], [1.0682, -2.0555, 2.2224], [-5.7423, 0.0490, 2.0444], [-3.9979, -0.2108, 1.9445], [-5.0892, -1.1918, 0.9709], [-6.7620, 1.6654, 0.6838], [-6.6933, 3.2696, -1.2033], [-4.7649, 3.2519, -2.7470], [-2.8025, 2.3619, -3.5311], [-2.4338, 0.6859, -3.1185], [-1.6453, 1.9857, -2.2690], [-4.0517, -0.9686, -2.2455], [-3.6497, -2.6277, -1.7489], [-2.5353, -1.7361, -2.7789], [-2.8706, -2.5841, 1.4640], [-1.6004, -3.8043, 1.1968], [-2.9951, -3.6962, 0.1102], [-1.3165, -4.3374, -1.9437], [0.0368, -5.1666, -2.7133], [-0.0174, -3.3969, -2.6679], [1.3472, -6.2639, -1.1090], [2.6326, -6.2623, 1.0098], [2.5128, -4.3021, 2.5101], [2.0543, -1.7651, 2.5823], [0.4613, -2.3191, 3.0931], [0.6026, -1.1897, 1.7593], [-1.1733, 0.4547, 3.2018], [-0.1833, 1.1550, 2.3882], [0.7016, 1.8208, 3.0464], [1.7298, 2.6348, 2.4729], [2.7312, 3.3121, 3.1806], [3.5283, 3.9423, 2.2240], [2.9635, 3.6085, 0.9872], [1.8753, 2.8320, 1.1195], [-2.3031, 1.3589, 3.6422], [-2.9040, 2.2215, 2.7306], [-3.9466, 3.0468, 3.1175], [-4.4081, 3.0188, 4.4283], [-3.8204, 2.1584, 5.3424], [-2.7724, 1.3341, 4.9491], [-0.7118, 0.0025, 4.0890], [-1.5864, -0.3642, 2.6026], [0.7046, 1.7850, 4.1441], [2.8485, 3.3308, 4.2538], [4.3933, 4.5639, 2.3934], [3.3165, 3.9039, 0.0067], [-2.5527, 2.2251, 1.7070], [-4.4062, 3.7068, 2.3923], [-5.2207, 3.6654, 4.7337], [-4.1700, 2.1326, 6.3666], [-2.3084, 0.6710, 5.6706], [7.1865, 1.4991, 0.4205], [6.0018, 0.8309, 0.9070], [4.8879, 0.6060, 0.1916], [4.8692, 1.0435, -1.0733], [3.5839, -0.2014, 0.9027], [7.8457, 1.6924, 1.2625], [6.9372, 2.4661, -0.0218], [7.7280, 0.8980, -0.3147], [5.9857, 0.4532, 1.8383], [5.6244, 1.5870, -1.4532], [3.9975, 0.9944, -1.5919], [3.4731, -5.3666, -3.9792], [2.9320, -3.9754, -3.7949], [2.2409, -3.3317, -4.8176], [1.7490, -2.0460, -4.6494], [1.9421, -1.4023, -3.4362], [2.6342, -2.0219, -2.4034], [3.1267, -3.3015, -2.5922], [1.2897, 0.2198, -3.2026], [2.2129, 0.8596, -2.2297], [1.2295, 0.8666, -4.4805], [-0.0102, 0.0800, -2.5231], [2.9898, -5.8736, -4.8138], [3.3243, -5.9632, -3.0783], [4.5460, -5.3422, -4.1800], [2.0879, -3.8418, -5.7613], [1.2291, -1.5363, -5.4491], [2.7988, -1.5159, -1.4585], [3.6549, -3.7884, -1.7806], [-0.7677, 4.8779, 0.9747], [-0.8852, 4.1972, -0.6914], [0.4999, 5.0784, -1.4332], [0.1924, 4.6207, 1.4179], [-1.5659, 4.4445, 1.5704], [-0.8996, 5.9591, 0.9391], [0.2957, 6.1481, -1.4576], [0.6208, 4.7163, -2.4535], [1.4089, 4.8877, -0.8658]], "lowdin_charge": [1.763, -0.032, -0.218, -0.053, -0.081, -0.045, -0.213, -0.044, -0.207, 0.170, -0.292, 0.018, -0.284, 0.021, 0.150, -0.213, -0.220, -0.018, -0.059, -0.081, -0.042, -0.212, -0.066, 0.083, 0.057, 0.082, 0.110, 0.101, 0.110, 0.090, 0.067, 0.006, 0.090, 0.083, 0.099, 0.085, 0.090, 0.087, 0.076, 0.082, 0.074, 0.107, 0.100, 0.116, 0.044, 0.093, 0.014, -0.210, -0.087, -0.130, -0.399, -0.072, -0.113, -0.240, -0.173, -0.218, -0.063, -0.077, -0.093, -0.087, -0.044, 0.112, 0.094, 0.136, 0.094, 0.078, 0.091, 0.098, 0.106, 0.099, 0.100, 0.108, -0.081, -0.057, -0.874, 0.138, 0.622, 0.088, 0.084, 0.089, 0.113, 0.095, 0.051, -0.044, -0.272, -0.038, -0.049, -0.271, -0.051, -0.032, 0.422, -0.619, -0.276, -0.593, 0.076, 0.071, 0.085, 0.113, 0.116, 0.060, 0.123, -0.377, 0.715, -0.391, 0.022, 0.014, 0.042, 0.039, 0.039, 0.012]}


Record 5
{"formula": "CH2NO3S", "method": "ωB97M-V with the def2-TZVPD basis set", "multiplicity": 1, "homo_ha": [-0.163, -0.169], "total_charge": -1, "e_above_lowest_kj_mol": 335.01, "gap_ev": [7.17, 8.11], "fmax_ev_per_a": 3.45, "symbols": ["C", "N", "O", "O", "O", "S", "H", "H"], "positions_angstrom": [[1.5129, -1.2971, -0.2290], [0.3229, -1.7806, 0.2704], [2.0278, -0.3529, 0.5584], [2.1298, -1.8073, -1.1477], [-0.1301, -0.8935, 1.2208], [-0.9449, 1.1665, 1.3533], [1.1273, -0.1662, 0.9817], [-2.2443, 1.0277, 1.1713]], "lowdin_charge": [-0.696, 0.038, 0.035, 0.026, -0.489, 0.425, -0.019, -0.321]}


Record 6
{"formula": "C5H9NS", "method": "ωB97M-V with the def2-TZVPD basis set", "multiplicity": 1, "homo_ha": -0.344, "e_above_lowest_kj_mol": 213.98, "gap_ev": 9.97, "fmax_ev_per_a": 5.37, "symbols": ["C", "C", "C", "C", "C", "N", "S", "H", "H", "H", "H", "H", "H", "H", "H", "H"], "positions_angstrom": [[-3.1586, 0.1697, 0.3787], [-1.0043, 1.4035, 0.3811], [0.0357, 0.3334, -0.0358], [0.0722, -0.8688, 0.9762], [-0.1488, -0.2164, -1.4043], [-2.2157, 0.8583, 0.3921], [1.6034, 1.3414, 0.0587], [2.6721, 0.3269, 0.0802], [-0.7145, 1.7560, 1.4341], [-0.9552, 2.3270, -0.2649], [0.7595, -1.6628, 0.5624], [-0.9355, -1.0970, 0.8297], [0.3015, -0.6429, 1.9180], [-0.3555, 0.5881, -2.1877], [-0.9622, -0.8621, -1.6091], [0.6615, -0.9300, -1.5956]], "lowdin_charge": [0.076, -0.324, -0.843, -0.059, -0.140, -0.093, 0.706, -0.057, 0.147, 0.141, 0.111, 0.038, 0.032, 0.117, 0.062, 0.085]}


Record 7
{"formula": "C6H12ClN2O3", "method": "ωB97M-V with the def2-TZVPD basis set", "multiplicity": 1, "homo_ha": -0.119, "total_charge": -1, "e_above_lowest_kj_mol": 185.46, "gap_ev": 6.21, "fmax_ev_per_a": 5.38, "symbols": ["C", "C", "C", "C", "C", "C", "N", "N", "O", "O", "O", "Cl", "H", "H", "H", "H", "H", "H", "H", "H", "H", "H", "H", "H"], "positions_angstrom": [[4.1295, -1.9925, -1.1285], [-2.5611, 0.9984, 1.8567], [-2.8125, -0.3739, 1.2884], [-1.3314, 1.4630, 1.3372], [-4.3247, -0.7215, 1.4202], [-0.2114, 1.7438, 1.0487], [2.6278, 0.5865, -0.1871], [2.4444, 0.9906, -4.1734], [4.0284, -2.9324, -0.4396], [2.8206, -0.8085, -0.4201], [4.6363, -1.5696, -2.0740], [3.6679, 1.1683, 1.1346], [-3.4696, 1.7149, 1.6922], [-2.6388, 0.9584, 3.0012], [-2.1809, -1.1136, 1.8545], [-2.2874, -0.4433, 0.2746], [2.6334, -1.3924, 0.3219], [-4.8460, -0.1649, 0.6269], [-4.5548, -1.7335, 0.9958], [-4.6121, -0.6371, 2.4319], [0.8451, 1.8332, 0.8537], [3.1922, 0.2280, -4.4883], [1.8506, 0.5573, -3.5345], [2.9543, 1.6406, -3.6931]], "lowdin_charge": [-0.606, -0.302, -0.289, -0.200, -0.119, 0.123, -0.569, 0.010, 0.105, -0.283, 0.137, 0.246, 0.137, 0.135, 0.118, 0.130, 0.072, 0.069, 0.071, 0.049, -0.011, 0.072, -0.038, -0.055]}


Record 8
{"formula": "C18H19F3N4O", "method": "ωB97M-V with the def2-TZVPD basis set", "multiplicity": 1, "homo_ha": -0.286, "e_above_lowest_kj_mol": 111.19, "gap_ev": 8.37, "fmax_ev_per_a": 1.13, "symbols": ["C", "C", "C", "C", "N", "C", "C", "C", "C", "C", "C", "C", "C", "C", "N", "C", "O", "C", "F", "F", "F", "C", "N", "N", "C", "C", "H", "H", "H", "H", "H", "H", "H", "H", "H", "H", "H", "H", "H", "H", "H", "H", "H", "H", "H"], "positions_angstrom": [[-1.6539, -1.6247, 4.3789], [-0.5796, -2.6897, 4.5984], [-0.4982, -3.6478, 3.3939], [0.7073, -3.3269, 2.5032], [0.9119, -1.9012, 2.4058], [0.7782, -1.2547, 1.2315], [1.0844, 0.1189, 1.0667], [0.8808, 0.6723, -0.1682], [0.3856, -0.1539, -1.1971], [0.1114, 0.3260, -2.5532], [0.0009, -0.5953, -3.5957], [-0.2608, -0.1672, -4.8822], [-0.4141, 1.1810, -5.1537], [-0.3108, 2.1049, -4.1185], [-0.4821, 3.4666, -4.4451], [-0.3618, 4.5354, -3.6412], [-0.0891, 4.5799, -2.4687], [-0.6350, 5.8432, -4.4475], [0.2091, 5.9551, -5.4924], [-1.8749, 5.8385, -4.9747], [-0.5128, 6.9372, -3.7108], [-0.0546, 1.6827, -2.8228], [0.1708, -1.4450, -0.9744], [0.3561, -1.9810, 0.1817], [1.2373, -1.2210, 3.6404], [0.7934, -2.0561, 4.8426], [-2.6382, -2.0869, 4.3603], [-1.6384, -0.8918, 5.1832], [-1.5069, -1.1097, 3.4333], [-0.8511, -3.2586, 5.4937], [-0.4132, -4.6816, 3.7305], [-1.4117, -3.5643, 2.8053], [0.5517, -3.7074, 1.4943], [1.6157, -3.7798, 2.9165], [1.4958, 0.7044, 1.8734], [1.1274, 1.7065, -0.3520], [0.1204, -1.6423, -3.3689], [-0.3451, -0.8847, -5.6843], [-0.6157, 1.5174, -6.1607], [-0.7069, 3.6314, -5.4192], [-0.0021, 2.4124, -2.0339], [0.7215, -0.2569, 3.6663], [2.3189, -1.0280, 3.7005], [1.5194, -2.8457, 5.0427], [0.7588, -1.4118, 5.7225]], "lowdin_charge": [-0.068, -0.363, -0.131, -0.153, -0.081, -0.271, 0.016, 0.012, -0.233, -0.155, -0.031, -0.070, -0.029, -0.201, 0.151, -0.367, 0.125, -0.548, 0.142, 0.144, 0.176, 0.042, 0.067, 0.070, -0.163, -0.152, 0.079, 0.079, 0.076, 0.131, 0.112, 0.112, 0.106, 0.124, 0.101, 0.113, 0.104, 0.106, 0.110, 0.151, 0.095, 0.113, 0.129, 0.113, 0.117]}